[1]
{"formula": "C9H15BrSi", "method": "the ωB97M-V functional and the def2-TZVPD basis", "multiplicity": 1, "gap_ha": [0.2719, 0.2749], "e_homo_ev": [-8.0, -7.2], "lumo_energy_ev": [-0.614, 0.329], "e_tot_ha": -3215.29893, "total_charge": 0, "species": ["C", "C", "C", "C", "C", "C", "C", "C", "C", "Si", "Br", "H", "H", "H", "H", "H", "H", "H", "H", "H", "H", "H", "H", "H", "H", "H"], "positions_angstrom": [[0.39449, 3.39568, 1.30366], [-0.52547, -1.16877, 2.32787], [2.08611, -2.35914, 0.06374], [-0.08444, 2.94860, 0.18729], [-1.05269, -1.20077, 1.10826], [1.47309, -1.59738, -0.83798], [-0.75350, 3.37619, -1.03480], [-2.47158, -1.61300, 0.87229], [1.99170, -1.43192, -2.23232], [-0.03927, -0.60221, -0.35622], [-1.38142, -0.40526, -2.17745], [0.85836, 2.75406, 2.03729], [0.36399, 4.44959, 1.58934], [0.48357, -0.83693, 2.50680], [-1.08290, -1.47747, 3.20082], [1.70811, -2.48145, 1.06497], [2.98435, -2.90841, -0.17365], [-0.01588, 3.72703, -1.75883], [-1.46609, 4.18235, -0.83251], [-1.30529, 2.55376, -1.49643], [-2.94228, -1.93343, 1.80141], [-2.52759, -2.43156, 0.15224], [-3.04415, -0.77972, 0.46189], [2.15908, -0.37844, -2.45492], [1.26535, -1.80591, -2.95586], [2.92437, -1.97548, -2.36690]], "forces_ev_per_angstrom": [[0.2, 0.3, 0.5], [0.2, 0.0, 0.0], [-0.1, 0.0, 0.1], [0.0, -0.7, -0.2], [0.1, 0.1, -0.3], [-0.4, 0.1, 0.1], [-0.1, 0.0, -0.3], [-0.2, -0.1, 0.0], [0.0, 0.0, -0.1], [0.0, 0.6, 0.1], [0.2, -0.1, 0.3], [0.1, -0.2, 0.1], [-0.1, 0.1, -0.1], [0.2, 0.1, 0.0], [-0.1, -0.1, 0.1], [-0.1, 0.0, 0.2], [0.2, -0.1, -0.1], [0.0, 0.0, -0.1], [0.0, 0.1, 0.0], [0.0, 0.1, 0.0], [0.0, 0.0, 0.0], [-0.1, 0.0, 0.0], [-0.1, 0.0, 0.0], [0.0, 0.1, -0.1], [0.0, 0.0, 0.0], [0.1, 0.0, 0.0]]}

---

[2]
{"formula": "C9H15Cl2F2N3O12Pd", "method": "the ωB97M-V functional and the def2-TZVPD basis", "multiplicity": 3, "gap_ha": [0.2990, 0.2690], "e_homo_ev": [-8.3, -8.3], "lumo_energy_ev": [-0.144, -0.944], "s2": 2.004, "e_tot_ha": -2666.78824, "total_charge": 0, "species": ["Pd", "Cl", "Cl", "C", "N", "O", "O", "H", "H", "H", "C", "N", "O", "O", "H", "H", "H", "C", "N", "O", "O", "H", "H", "H", "C", "C", "O", "C", "O", "O", "F", "H", "H", "H", "C", "C", "O", "C", "O", "O", "F", "H", "H", "H"], "positions_angstrom": [[-0.61539, 0.42473, 0.07859], [-2.35244, -0.07599, 1.84209], [1.03739, 0.30640, -1.90026], [2.49593, 3.07877, 1.97327], [1.44430, 2.99323, 0.93590], [1.25658, 3.94710, 0.21763], [0.84513, 1.93671, 0.86511], [2.86418, 2.07333, 2.14624], [1.99787, 3.47607, 2.85854], [3.25640, 3.81044, 1.71818], [-4.54211, 0.85160, -1.28761], [-3.35665, 0.10237, -1.78164], [-2.27475, 0.52464, -1.43122], [-3.54093, -0.81064, -2.54776], [-4.42045, 1.18282, -0.25869], [-5.42610, 0.22221, -1.34184], [-4.64619, 1.69465, -1.96847], [-2.02581, 5.17428, 0.67058], [-2.49340, 3.77068, 0.56952], [-1.74965, 3.02052, -0.04126], [-3.49392, 3.41291, 1.14998], [-2.50584, 5.61861, 1.53974], [-2.41696, 5.69910, -0.19812], [-0.94853, 5.10431, 0.77042], [3.53448, -2.62430, 1.36539], [4.09537, -1.21522, 1.53318], [2.96442, -0.40189, 1.64901], [1.83597, -1.13875, 1.44412], [0.71030, -0.72553, 1.48664], [2.15284, -2.42132, 1.27547], [4.67324, -0.78630, 0.36018], [3.84877, -3.27744, 2.18129], [3.99148, -3.08946, 0.49072], [4.83057, -1.15950, 2.33361], [0.76190, -4.52046, -1.68784], [-0.42008, -4.54522, -2.63224], [-1.37522, -3.79427, -1.90163], [-0.70174, -2.87660, -1.21029], [-1.14329, -1.94940, -0.59997], [0.64216, -3.12963, -1.25314], [-0.82836, -5.81647, -2.85825], [1.72609, -4.80021, -2.09926], [0.51929, -5.19980, -0.86821], [-0.20685, -4.06707, -3.58769]], "forces_ev_per_angstrom": [[-0.1, -1.3, -0.2], [0.4, 0.5, -0.5], [-0.4, 0.1, 0.8], [-0.1, 0.2, 0.6], [0.1, 0.2, -0.9], [0.0, 0.0, 0.3], [0.2, 0.3, 0.7], [0.1, 0.1, 0.0], [-0.1, -0.3, 0.1], [0.0, -0.2, -0.5], [-0.6, 0.0, 0.2], [-0.7, 0.1, 0.3], [0.1, 0.1, -0.7], [0.2, 0.0, 0.1], [0.6, 0.0, -0.1], [0.2, -0.1, -0.3], [0.0, 0.0, 0.1], [-0.7, 0.2, 0.5], [0.6, -1.0, 0.4], [-0.3, 0.3, -0.2], [-0.2, 0.5, -0.2], [0.1, -0.1, 0.1], [0.5, 0.0, -0.2], [0.0, 0.4, -0.4], [1.4, 0.1, 0.1], [-0.1, -0.1, -1.4], [-0.4, 0.0, 1.0], [-0.5, 0.1, 0.2], [1.3, -0.3, 0.0], [-0.5, -0.6, -0.1], [0.6, -0.3, 0.3], [-0.6, 0.1, 0.4], [-0.5, 0.2, -0.4], [-0.2, 0.7, 0.1], [-0.8, 0.6, 0.1], [1.0, -0.5, -0.1], [-0.7, -0.4, -0.6], [1.3, 1.3, 1.0], [-0.4, -0.6, -0.6], [0.1, -1.2, 0.0], [-0.5, 0.2, 0.2], [0.1, 0.6, -0.2], [0.1, 0.1, 0.2], [-0.2, 0.0, -0.1]]}

---

[3]
{"formula": "C9H15ClSi", "method": "the ωB97M-V functional and the def2-TZVPD basis", "multiplicity": 1, "gap_ha": [0.2900, 0.2774], "e_homo_ev": [-8.2, -7.8], "lumo_energy_ev": [-0.282, -0.285], "e_tot_ha": -1101.39163, "total_charge": 0, "species": ["C", "C", "C", "C", "C", "C", "C", "C", "C", "Si", "Cl", "H", "H", "H", "H", "H", "H", "H", "H", "H", "H", "H", "H", "H", "H", "H"], "positions_angstrom": [[-0.90750, -1.39310, -0.37989], [-0.18530, -0.98335, 0.56376], [-0.49185, -0.73416, -1.83582], [-0.02731, -1.60157, -2.85767], [1.00560, -0.91026, -2.03656], [-2.10929, -2.26005, -0.59570], [-1.28739, 0.53914, -2.03555], [2.53854, 0.71449, 1.06370], [-0.04341, 1.58656, 2.04084], [0.89356, -0.03928, 1.66747], [-0.29323, -3.21830, -3.24231], [1.62781, -0.20688, -2.60228], [1.75304, -1.41085, -1.39640], [-2.00634, -3.14161, 0.01139], [-2.16518, -2.62240, -1.58744], [-3.00840, -1.74077, -0.36838], [-2.18340, 0.21233, -2.74067], [-0.69963, 1.25420, -2.62901], [-1.63854, 0.79023, -0.97926], [3.39765, 0.20381, 0.60475], [2.25186, 1.36501, 0.19856], [2.88177, 1.28970, 1.97291], [0.40160, 2.00786, 2.87919], [-0.00081, 2.27679, 1.28305], [-1.03075, 1.35738, 2.17993], [1.09724, -0.89154, 2.94863]], "forces_ev_per_angstrom": [[-1.0, -0.3, -3.2], [0.9, 0.2, 1.3], [0.4, 0.0, 1.7], [0.8, 0.2, 0.8], [1.6, 0.1, -1.8], [0.8, -0.3, 1.1], [-1.8, -1.4, -0.7], [0.1, 0.2, -0.5], [1.7, -2.6, -0.1], [0.5, 0.6, 0.7], [0.0, -0.5, -0.2], [-0.6, 0.4, 0.0], [-1.2, -0.2, 0.4], [-0.3, -0.3, 0.6], [0.0, -0.1, -1.1], [-0.8, 0.4, 0.4], [1.4, 1.0, 1.7], [-0.3, 0.2, 0.7], [0.3, 0.6, -1.8], [-0.3, -0.5, 0.7], [0.0, 0.1, 1.0], [-0.2, -0.2, -1.2], [0.6, 0.9, 1.8], [0.4, 1.5, -2.1], [-2.6, -0.5, 0.8], [-0.1, 0.7, -0.9]]}